Entry 1:
Density functional theory data (ωB97M-V/def2-TZVPD) for a single CH3NO2S molecule in a non-equilibrium geometry.

Last column: natural (NBO) charge in e.
Element x y z (Å)
C (-1.18, 0.16, -0.03)  -0.722
S (0.40, 1.06, 0.02)  0.557
N (1.58, -0.05, 0.11)  0.224
O (0.93, -1.45, 0.28)  -0.543
O (2.78, 0.07, -0.05)  -0.263
H (-1.48, -0.19, 0.98)  0.258
H (-1.25, -0.55, -0.99)  0.274
H (-1.78, 0.95, -0.32)  0.215

energy above the lowest of the compared OMol25 structures with the same formula, charge and spin: 5.179 eV
HOMO energy (alpha / beta): -0.3719 / -0.3719 Eh
Kohn-Sham gap (alpha / beta): 9.17 / 9.17 eV
DFT total energy: -643.1238 Ha
molecular weight: 93.11 g mol⁻¹
SMILES: CS[N+](=O)[O-]

=====

Entry 2:
Density functional theory data (ωB97M-V/def2-TZVPD) for a molecular structure, C6H14O3Se2Te2Ti.

Last column: Mulliken spin population.
Element x y z (Å)
Ti (0.18, -0.15, -0.68)  1.002
C (2.86, 1.63, -0.48)  0.005
O (1.69, 1.20, 0.25)  -0.009
C (1.91, 1.04, 1.65)  -0.016
C (1.42, -0.33, 2.05)  0.019
O (0.15, -0.58, 1.45)  0.006
C (-1.03, -0.19, 2.18)  0.003
C (-1.43, 1.22, 1.80)  -0.002
O (-1.33, 1.30, 0.39)  -0.009
C (-2.26, 2.22, -0.19)  0.002
H (3.68, 0.96, -0.25)  0.002
H (3.09, 2.66, -0.20)  0.002
H (2.60, 1.56, -1.53)  -0.002
H (1.38, 1.84, 2.17)  -0.002
H (2.97, 1.15, 1.88)  0.000
H (1.34, -0.41, 3.14)  0.003
H (2.07, -1.12, 1.67)  0.014
H (-0.84, -0.29, 3.25)  0.002
H (-1.79, -0.90, 1.87)  -0.005
H (-0.80, 1.98, 2.27)  0.000
H (-2.46, 1.39, 2.13)  -0.001
H (-3.27, 1.97, 0.14)  0.000
H (-2.18, 2.10, -1.27)  0.000
H (-2.01, 3.24, 0.10)  0.000
Se (0.02, 1.40, -2.77)  0.026
Te (-0.43, -1.00, -3.29)  0.237
Te (-2.30, -1.47, -1.42)  -0.002
Se (1.74, -1.93, -1.19)  0.727

energy above the lowest of the compared OMol25 structures with the same formula, charge and spin: 0.000 eV
HOMO energy (alpha / beta): -0.2295 / -0.2566 Eh
Kohn-Sham gap (alpha / beta): 6.03 / 6.20 eV
DFT total energy: -6651.1219 Ha
molecular weight: 595.16 g mol⁻¹
spin multiplicity: 3
⟨S²⟩: 2.0102

=====

Entry 3:
Density functional theory data (ωB97M-V/def2-TZVPD) for a molecular structure, C42H35GeN7O4S2Sc in a non-equilibrium geometry.

Last column: Mulliken charge in e.
Element x y z (Å)
Sc (0.88, 1.18, 0.83)  -1.555
C (-0.59, 4.06, 3.70)  -1.962
C (-0.69, 3.24, 2.45)  0.972
O (0.02, 2.23, 2.40)  0.241
C (-1.54, 3.65, 1.35)  0.517
C (-2.38, 4.78, 1.49)  -0.781
C (-3.16, 5.23, 0.46)  -1.036
C (-3.08, 4.57, -0.78)  -0.628
C (-2.27, 3.48, -0.95)  -0.571
C (-1.48, 2.97, 0.11)  0.245
O (-0.76, 1.91, -0.08)  0.626
H (0.05, 3.54, 4.40)  0.293
H (-1.57, 4.23, 4.16)  0.472
H (-0.16, 5.03, 3.46)  0.392
H (-2.42, 5.29, 2.44)  0.318
H (-3.80, 6.09, 0.59)  0.384
H (-3.66, 4.93, -1.62)  0.455
H (-2.18, 3.00, -1.92)  0.559
N (2.90, 2.46, 2.27)  -0.065
C (2.82, 1.25, 3.00)  0.587
N (3.50, 1.19, 4.13)  -0.859
C (3.38, -0.04, 4.74)  0.258
N (4.23, -0.20, 5.82)  -0.489
N (2.57, -1.00, 4.45)  -0.696
C (1.69, -0.75, 3.37)  -0.555
N (2.01, 0.33, 2.48)  0.723
C (0.56, -1.47, 3.26)  0.635
C (0.12, -2.42, 4.28)  -1.414
C (-1.19, -2.69, 4.43)  -0.510
C (-2.17, -2.05, 3.57)  -0.959
C (-1.72, -1.38, 2.48)  -0.030
N (-0.38, -1.26, 2.20)  1.387
H (3.35, 3.15, 2.85)  0.338
H (3.46, 2.35, 1.44)  0.131
H (5.02, 0.43, 5.83)  0.246
H (4.41, -1.15, 6.09)  0.257
H (0.87, -2.84, 4.94)  0.468
H (-1.51, -3.38, 5.21)  0.366
H (-3.23, -2.12, 3.75)  0.455
H (-2.40, -0.96, 1.75)  0.234
C (0.12, -0.97, 0.83)  -0.566
Ge (-0.89, -1.76, -0.60)  2.468
C (-0.94, -3.71, -0.45)  -0.629
C (-0.72, -4.35, 0.78)  -0.292
C (-0.76, -5.74, 0.87)  -0.799
C (-1.02, -6.51, -0.25)  -0.480
C (-1.24, -5.89, -1.48)  -0.714
C (-1.20, -4.50, -1.57)  -0.229
C (-2.78, -1.25, -0.81)  0.034
C (-3.78, -2.19, -0.55)  -0.151
C (-5.13, -1.85, -0.72)  -0.735
C (-5.48, -0.58, -1.15)  -0.640
C (-4.49, 0.36, -1.41)  -0.893
C (-3.15, 0.02, -1.23)  0.242
C (0.01, -1.42, -2.31)  -0.009
C (1.35, -1.81, -2.44)  -0.504
C (2.04, -1.61, -3.63)  -0.691
C (1.41, -1.01, -4.71)  -0.386
C (0.08, -0.62, -4.60)  -0.967
C (-0.62, -0.83, -3.41)  -0.195
H (1.10, -1.44, 0.74)  0.859
H (-0.51, -3.76, 1.67)  0.262
H (-0.58, -6.22, 1.83)  0.421
H (-1.05, -7.59, -0.18)  0.354
H (-1.44, -6.49, -2.36)  0.378
H (-1.37, -4.03, -2.54)  0.366
H (-3.52, -3.18, -0.21)  0.351
H (-5.90, -2.59, -0.51)  0.401
H (-6.53, -0.32, -1.29)  0.361
H (-4.76, 1.36, -1.73)  0.437
H (-2.38, 0.77, -1.40)  0.097
H (1.86, -2.26, -1.59)  0.345
H (3.08, -1.92, -3.71)  0.493
H (1.95, -0.84, -5.63)  0.464
H (-0.43, -0.15, -5.44)  0.392
H (-1.66, -0.54, -3.34)  0.387
O (2.40, 0.10, -0.48)  -0.338
S (3.13, 1.29, -0.93)  1.207
O (4.37, 1.53, -0.26)  -0.823
N (2.06, 2.50, -0.79)  -0.313
C (1.79, 3.05, -2.00)  0.291
S (0.77, 4.31, -2.26)  -0.417
C (2.56, 2.37, -3.12)  0.108
C (2.58, 2.70, -4.46)  -0.733
C (3.40, 1.96, -5.30)  -0.577
C (4.20, 0.93, -4.82)  -0.730
C (4.19, 0.60, -3.47)  -0.560
C (3.35, 1.34, -2.66)  0.384
H (1.96, 3.51, -4.82)  0.441
H (3.43, 2.21, -6.36)  0.389
H (4.83, 0.37, -5.50)  0.407
H (4.79, -0.20, -3.08)  0.582

HOMO energy: -0.0978 Eh
Kohn-Sham gap: 4.48 eV
DFT total energy: -5940.0003 Ha
molecular weight: 883.49 g mol⁻¹
total charge: -1

=====

Entry 4:
Density functional theory data (ωB97M-V/def2-TZVPD) for a molecular structure, CH3BrClN in a non-equilibrium geometry.

Last column: natural (NBO) charge in e.
Element x y z (Å)
C (-0.03, 0.03, 0.30)  -0.522
N (-2.45, -0.96, -0.81)  -0.456
Cl (-2.26, -2.36, -1.68)  0.189
Br (-3.22, -1.25, 0.77)  0.275
H (-0.30, 0.90, 0.87)  0.178
H (0.20, -0.99, 0.71)  0.169
H (0.39, 0.11, -0.71)  0.167

energy above the lowest of the compared OMol25 structures with the same formula, charge and spin: 1.507 eV
HOMO energy (alpha / beta): -0.3150 / -0.3862 Eh
Kohn-Sham gap (alpha / beta): 8.72 / 8.98 eV
DFT total energy: -3128.6639 Ha
molecular weight: 144.40 g mol⁻¹
spin multiplicity: 3
⟨S²⟩: 2.0093